Below is a cluster of 7 separate species, C20H48Cl2N5O9P in total, with properties calculated with the ωB97M-V functional and the def2-TZVPD basis.

- DFT total energy (eV) = -81733.38927
- gap between HOMO and LUMO (eV) = 9.7413
- SMILES string = COP(=O)(OC)OC.CNC(C)=O.CNC(C)=O.CNC(C)=O.CNC(C)=O.CNC(C)=O.ClCCCl

XYZ file:
```
85
C20H48Cl2N5O9P | OMol25 | the ωB97M-V functional and the def2-TZVPD basis
Cl -1.3152 0.3655 3.1217
Cl 0.9833 -1.1939 -0.2252
P -1.7651 5.9292 0.8153
O -1.6829 7.1867 1.8690
O 3.6974 -0.0250 3.0253
O -1.6656 6.3146 -0.5830
O 0.2400 -5.8142 -4.2818
O -4.2530 -6.2896 0.8559
O -1.2394 1.9152 -1.4185
O -0.5739 4.9396 1.3586
O 3.2124 2.3094 0.1869
O -3.0853 5.1282 1.2769
N -4.7644 -4.1440 0.9670
N 2.0474 -0.6451 4.3736
N -0.9989 0.3233 -3.0039
N 1.6893 -4.5261 -3.1723
N 4.2765 3.4499 -1.4834
C 0.2061 -1.1976 1.3367
C 4.8936 4.4287 -0.5925
C 3.6143 2.3874 -0.9598
C 0.0274 2.4932 -3.3663
C -3.4524 -3.6700 0.7907
C 3.3535 1.2577 -1.9269
C -3.6242 4.0407 0.5423
C 3.1196 -0.9187 3.6199
C 3.5081 -2.3731 3.3572
C 2.0264 -6.8412 -3.0047
C 0.9734 -3.2785 -3.4187
C -1.9506 -0.6999 -2.4992
C -0.3260 0.2645 1.6447
C -6.4709 -5.6665 1.3741
C 1.2379 -5.7149 -3.5790
C -0.7409 1.4868 -2.4914
C 1.1550 -1.5477 5.0063
C -5.0876 -5.4276 1.0246
C -0.6100 8.1356 1.7246
C 0.1137 4.1104 0.4528
H 4.2245 4.6269 0.2449
H 4.3127 3.6318 -2.4762
H 2.6218 -4.3730 -2.8158
H 3.6818 -2.9375 4.2734
H 0.0657 2.1948 -4.4139
H 1.2061 -2.6966 -4.3105
H 1.1987 -2.6279 -2.5737
H 5.8362 3.9888 -0.2667
H -2.7628 -3.8867 1.6066
H 0.5264 0.9434 1.6686
H -2.9581 -4.0436 -0.1061
H -3.5042 -2.5813 0.7793
H -0.9241 0.5970 0.7963
H -1.3933 -1.5814 -2.1823
H 2.6827 -2.8461 2.8251
H 0.7046 -1.1235 5.9037
H -0.4938 3.4489 -3.3101
H 1.6997 0.3031 4.3778
H -4.5857 4.3685 0.1473
H -6.5687 -5.4595 2.4398
H 0.0120 7.9737 0.8442
H -0.9989 9.1518 1.6602
H 2.3603 0.8394 -1.7632
H 2.4971 -7.4499 -3.7766
H 4.3487 -2.4524 2.6680
H -0.1126 -3.3711 -3.4312
H 1.0583 2.5677 -3.0200
H -2.6418 -1.0165 -3.2803
H 0.0951 3.0387 0.6506
H -0.2027 4.2740 -0.5774
H -7.1205 -4.9621 0.8545
H 4.1566 0.5764 -1.6460
H -2.9909 3.6335 -0.2458
H 1.5935 -2.4456 5.4419
H -0.6062 -1.9188 1.4264
H -0.4447 0.0305 -3.7960
H 3.5376 1.6031 -2.9442
H 1.1685 4.3826 0.4909
H 1.3673 -7.4593 -2.3951
H -5.4929 -3.4834 1.1969
H 0.3909 -1.7594 4.2584
H -2.4459 -0.3405 -1.5972
H 2.7967 -6.4303 -2.3520
H -3.8115 3.2522 1.2713
H 0.0750 8.0153 2.5638
H 0.9297 -1.4548 2.1102
H -6.9482 -6.6182 1.1404
H 5.0903 5.3846 -1.0778
```

---

Below is a cluster of 2 separate species, C4H10ClNS in total, with properties calculated with the ωB97M-V functional and the def2-TZVPD basis.

- DFT total energy (eV) = -29154.26929
- gap between HOMO and LUMO (alpha / beta) (eV) = 7.7789 / 7.5132
- energy relative to the best compared isomer or geometry (same formula, charge and spin) (eV) = 2.856

XYZ file:
```
17
C4H10ClNS | OMol25 | the ωB97M-V functional and the def2-TZVPD basis
Cl 2.6855 -0.0817 0.5965
S -1.0982 -2.0036 -0.5753
N 1.6789 1.3177 -1.3580
C -1.3484 0.6855 -0.5416
C -0.5217 -0.6156 1.7659
C 1.6485 0.0044 -0.8627
C -0.7117 -0.5046 0.2092
H -0.0745 0.3332 2.1289
H 1.6520 2.0993 -0.6111
H -0.4750 -2.7558 0.5122
H 0.8839 1.3270 -1.9603
H -1.9348 0.3793 -1.3464
H 1.8626 -0.7747 -1.5508
H -0.7391 1.5650 -0.8879
H 0.0495 -1.4910 2.1793
H -1.5843 -0.6471 2.1490
H -1.9732 1.1626 0.1532
```

---

Below is a cluster of 2 separate species, C5H14 in total, with properties calculated with the ωB97M-V functional and the def2-TZVPD basis.

- DFT total energy (eV) = -5411.74785
- gap between HOMO and LUMO (eV) = 12.5290
- energy relative to the best compared isomer or geometry (same formula, charge and spin) (eV) = 0.302
- SMILES string = CCC.CC

XYZ file:
```
19
C5H14 | OMol25 | the ωB97M-V functional and the def2-TZVPD basis
C -0.6989 -1.2662 2.0032
C 0.3424 -0.2066 1.6897
C -0.2783 1.1698 1.4463
C 0.7725 -0.4454 -2.6844
C -0.1010 0.6922 -2.1224
H 0.9713 -0.4468 0.8251
H 0.5153 1.5953 -2.1076
H -1.0279 0.9557 -2.6246
H -1.0403 1.0516 0.6768
H -0.2883 -2.2846 1.9872
H 1.5756 -0.0094 -3.2692
H -0.8149 1.5133 2.3312
H 0.2483 -1.1929 -3.2826
H -0.9982 -1.1712 3.0500
H -1.5122 -1.2627 1.2839
H -0.3736 0.5262 -1.0864
H 1.1791 -1.0134 -1.8482
H 1.0460 -0.1176 2.5251
H 0.4830 1.9124 1.2069
```

---

Below is a structure of composition C46H48MoN2P2Si2, with properties calculated with the ωB97M-V functional and the def2-TZVPD basis.

- DFT total energy (eV) = -87637.99192
- gap between HOMO and LUMO (alpha / beta) (eV) = 5.6749 / 5.6080
- total charge = +2
- energy relative to the best compared isomer or geometry (same formula, charge and spin) (eV) = 0.206

XYZ file:
```
101
C46H48MoN2P2Si2 | OMol25 | the ωB97M-V functional and the def2-TZVPD basis
Mo 0.0865 -0.5285 -0.5187
P 1.7198 1.6051 -0.8749
P -1.3394 1.7652 -0.9083
Si 3.4265 -1.0820 -0.7152
Si -3.1345 -0.7936 -1.5412
N -1.5974 0.1198 -1.1581
N 1.9100 -0.0742 -0.8667
C -4.1103 -2.9853 3.7318
C -2.5018 -2.3206 -2.3857
C -2.4265 2.0607 1.5735
C 1.9036 3.5646 -2.7962
C 0.1759 1.6301 -0.1115
C -4.7034 3.4171 0.7233
C -1.4519 4.1134 -4.8100
C -3.3897 2.4395 2.4904
C -1.8367 -3.7139 3.3973
C 2.2378 3.1340 -5.1369
C 4.1089 2.9587 -0.3795
C 1.8471 -4.2751 2.7699
C -2.1752 -4.9889 3.8694
C 2.7548 2.3633 1.5367
C -0.1677 -1.7540 0.9759
C 5.0606 3.5053 0.4684
C 2.9454 -5.2185 4.6806
C 2.0482 4.0316 -4.0926
C 1.8096 -5.0095 5.4536
C 0.6892 -4.0748 3.5350
C 4.6964 -0.3846 -1.8499
C -1.4335 2.6698 -2.4405
C -2.5982 2.3601 0.2186
C 2.8540 -2.7660 -1.2396
C -1.5445 4.0620 -2.4112
C -0.3095 -2.5630 1.9159
C -1.5589 4.7798 -3.5968
C -0.4786 -3.4425 2.9405
C -4.4386 -4.2556 4.1963
C 0.6809 -4.4472 4.8865
C -3.4753 -5.2562 4.2572
C -1.2962 2.0074 -3.6606
C 4.8630 3.4740 1.8418
C -2.8198 -2.7169 3.3206
C 1.9378 2.1909 -2.5462
C -3.9474 -1.1935 0.0659
C 2.2613 1.7676 -4.8933
C 3.9377 -1.0705 1.0557
C 3.7129 2.9035 2.3763
C -4.1970 0.2534 -2.6165
C 2.9629 -4.8540 3.3368
C -3.7428 3.0346 -0.2041
C 2.9541 2.3841 0.1535
C -4.5263 3.1210 2.0653
C 2.1000 1.2925 -3.6003
C -1.3104 2.7310 -4.8418
H -4.8633 -2.2093 3.6936
H -3.4087 -2.0003 0.5700
H -2.5497 -1.7277 2.9704
H -3.7393 -6.2450 4.6068
H -3.2526 2.2183 3.5407
H -1.4740 4.6740 -5.7359
H -0.1945 -4.2602 5.4939
H 3.8229 -5.6694 5.1261
H 5.9537 3.9566 0.0568
H 2.3695 3.5037 -6.1458
H -1.1845 0.9307 -3.6900
H -1.5268 1.5554 1.9030
H 4.6346 -1.8933 1.2433
H -1.2132 2.2169 -5.7893
H 1.8417 -4.0129 1.7199
H -1.4297 -5.7733 3.8931
H -4.5562 1.1373 -2.0848
H 1.8057 -5.2843 6.4995
H -3.9583 -0.3178 0.7215
H 2.1046 -3.1442 -0.5371
H -3.6991 0.5719 -3.5324
H 2.4191 -2.7502 -2.2421
H -5.0739 -0.3386 -2.8964
H -1.6570 5.8575 -3.5727
H 3.0677 -1.2080 1.7034
H 2.0255 5.0961 -4.2873
H 4.8885 0.6694 -1.6435
H 5.6057 3.9050 2.5004
H 1.8435 1.9409 1.9414
H 3.5613 2.8913 3.4475
H 4.4341 -0.1391 1.3367
H -3.9021 3.2480 -1.2526
H -2.1926 -2.1168 -3.4134
H 5.6368 -0.9240 -1.7006
H -5.2737 3.4256 2.7865
H -5.4517 -4.4674 4.5124
H -1.6102 4.5888 -1.4665
H 2.1085 0.2273 -3.4126
H 4.2699 2.9798 -1.4499
H 2.4078 1.0726 -5.7102
H 3.6778 -3.4848 -1.2547
H -4.9809 -1.5179 -0.0820
H -5.5886 3.9454 0.3945
H 3.8455 -5.0340 2.7374
H 4.4117 -0.4900 -2.8975
H -1.6424 -2.7332 -1.8443
H -3.2577 -3.1096 -2.4164
H 1.7709 4.2677 -1.9811
```